Entry 1:
8
Properties=species:S:1:pos:R:3:forces:R:3 method="wB97M-V/def2-TZVPD" smiles=Clc1cnco1 gap_ha=0.3723 spin_multiplicity=1 e_homo_ev=-9.30 total_charge=0
Cl 1.35566 2.20696 0.37219 0.80 0.06 0.10
C 0.56586 0.73281 0.15660 0.31 -0.38 0.82
C 0.85416 -0.59260 0.06990 1.48 0.64 -0.75
N -0.30421 -1.26061 -0.18046 -1.70 0.08 -0.22
C -1.26563 -0.37763 -0.17184 2.78 0.16 0.89
O -0.74160 0.89376 0.13626 -2.85 -1.11 -1.28
H 1.83982 -1.05489 -0.02118 -0.55 0.16 0.28
H -2.30407 -0.54781 -0.36146 -0.27 0.40 0.16

---

Entry 2:
12
Properties=species:S:1:pos:R:3:forces:R:3 method="wB97M-V/def2-TZVPD" gap_ha=0.2304 spin_multiplicity=1 e_homo_ev=-15.69 total_charge=+2
C 0.45750 -1.47959 0.07445 -0.89 -0.93 1.88
O 0.37295 -2.14053 1.13524 0.06 0.89 -1.42
Li 0.10284 2.00446 -1.82163 -0.26 0.04 0.40
Li 0.17697 -0.59086 2.43958 0.10 0.02 0.37
H 1.37187 -0.05000 -1.02761 -0.19 0.83 0.84
C 1.10208 -0.12570 0.08634 1.06 -0.33 -1.18
C 0.00075 0.69963 0.77785 -0.24 -0.64 -0.87
C -1.10873 0.97138 0.04618 0.01 0.37 1.81
O -1.29804 0.66107 -1.29757 0.42 -0.65 -2.15
Y -1.28921 -1.37659 -1.50978 -0.06 0.63 0.71
H 2.05844 -0.11794 0.63112 -0.24 0.06 -0.15
H -1.94743 1.54469 0.46585 0.23 -0.31 -0.25

---

Entry 3:
13
Properties=species:S:1:pos:R:3:forces:R:3 method="wB97M-V/def2-TZVPD" smiles="C=C1C[C@H]1OC=O" gap_ha=0.4058 spin_multiplicity=1 e_homo_ev=-10.05 total_charge=0
C 1.02302 -2.04090 -0.87267 -0.34 0.70 0.08
C 0.66822 -0.91048 -0.31327 -0.14 0.63 -0.38
C 0.31995 0.37437 -1.00139 -0.11 0.41 0.32
C 0.26319 0.18275 0.50032 0.14 0.41 0.45
O -1.02254 0.08388 1.06237 -0.06 0.13 0.37
C -1.48681 1.27241 1.46475 0.05 0.49 0.16
O -0.88063 2.30809 1.39485 -0.42 -0.40 0.08
H 0.90484 -1.57035 -1.85197 1.00 -2.83 -1.13
H 1.24711 -3.01473 -0.41871 -0.14 0.53 -0.63
H -0.63818 0.43745 -1.52137 0.20 -0.10 0.21
H 1.10208 1.01669 -1.40694 -0.12 -0.15 0.20
H 0.99355 0.71912 1.08669 -0.06 0.07 0.27
H -2.49379 1.14171 1.87734 -0.01 0.11 -0.01

---

Entry 4:
24
Properties=species:S:1:pos:R:3:forces:R:3 method="wB97M-V/def2-TZVPD" gap_ha=0.2493 spin_multiplicity=1 e_homo_ev=-12.10 total_charge=+1
Zr -0.89109 0.01669 -1.51708 -0.47 -0.78 -1.49
Cl 0.51813 5.38117 2.14165 -0.02 -0.04 -0.01
C -0.24904 3.99136 1.50431 0.06 0.06 0.00
C -1.35345 3.43729 2.14692 -0.06 0.01 0.06
Cl -1.96166 4.13707 3.58451 0.03 -0.01 -0.04
C -1.98018 2.29871 1.62195 -0.19 0.01 0.16
Cl -3.32490 1.55873 2.38153 0.06 0.05 -0.01
C -1.49600 1.76008 0.45567 -0.17 -0.28 -0.01
O -2.03760 0.60511 -0.12803 0.13 0.59 0.45
C -0.39164 2.31415 -0.18690 0.21 -0.09 -0.24
O 0.04953 1.65222 -1.34244 -0.07 0.48 0.57
C 0.24670 3.41592 0.32624 0.16 0.19 -0.05
Cl 1.61595 4.03754 -0.49324 -0.06 -0.01 0.06
Cl 1.13554 -0.77658 1.28198 0.14 -0.20 0.06
C 1.04675 -2.00520 0.07000 0.03 0.03 0.08
C 0.26459 -1.71653 -1.02535 0.15 0.30 0.51
C 0.13953 -2.63113 -2.02888 -0.15 0.09 -0.18
Cl -0.92468 -2.05704 -3.36287 0.09 -0.09 0.08
C 0.75797 -3.86238 -2.02763 -0.04 -0.06 -0.12
Cl 0.55310 -4.95513 -3.32192 0.04 -0.02 0.04
C 1.55241 -4.14515 -0.90608 0.09 -0.11 0.05
Cl 2.35213 -5.64809 -0.82753 -0.01 0.02 0.00
C 1.70383 -3.22295 0.14930 0.07 -0.08 0.05
Cl 2.67408 -3.58586 1.50388 0.01 -0.06 -0.03

---

Entry 5:
77
Properties=species:S:1:pos:R:3:forces:R:3 method="wB97M-V/def2-TZVPD" s2=3.769 gap_ha="0.3065 / 0.1580" spin_multiplicity=4 e_homo_ev="-6.19 / -6.19" total_charge=-1
Pr 0.12028 0.61413 -0.05463 -0.27 -1.99 1.41
O -0.08897 -3.58601 0.15874 -0.16 -0.34 0.19
C 0.85137 -2.69624 -0.14376 0.26 -0.15 -0.35
O 0.73252 -1.87956 -1.02743 0.14 -0.23 0.03
C 2.15524 -2.87453 0.63122 -0.03 0.01 0.13
O 2.38025 -1.79661 1.50078 0.44 -0.10 -0.42
C 1.67498 -1.86940 2.70573 -1.15 0.17 0.15
C 0.12670 -1.55743 2.55548 1.88 -0.96 1.18
O -0.55038 -1.78090 3.54564 -0.49 0.17 0.13
O -0.20280 -1.16338 1.41487 -0.78 0.45 -0.71
H -0.94280 -3.30634 -0.21803 0.29 0.16 -0.06
H 2.97643 -2.84665 -0.09191 -0.20 -0.13 0.02
H 2.13872 -3.82906 1.17703 0.04 0.09 -0.10
H 2.10765 -1.11012 3.35621 -0.02 -0.07 0.09
H 1.76505 -2.86397 3.16554 0.05 0.14 0.02
O 4.84030 2.35532 -3.54147 -0.70 0.92 -0.09
S 4.40062 0.76680 -4.08100 -0.10 -1.12 1.50
O 5.63245 0.05999 -4.30483 0.08 0.19 -0.14
N 3.77510 0.24325 -2.65625 1.15 -1.22 -1.43
C 2.82341 0.91234 -2.07311 -0.96 2.39 0.03
O 2.13207 0.55432 -1.11469 1.36 -0.21 -0.75
C 2.63529 2.34407 -2.59028 -0.51 -1.29 0.96
C 1.43546 3.00618 -2.40047 -0.22 0.21 -0.16
C 1.32314 4.35200 -2.70223 -0.64 -0.97 0.42
C 2.42891 5.04254 -3.17467 1.28 0.07 -0.45
C 3.61887 4.38177 -3.41011 -0.10 0.87 -0.15
C 3.72339 3.01064 -3.16721 0.68 0.11 -0.17
H 0.57986 2.43885 -2.05089 0.18 0.30 -0.19
H 0.37416 4.84629 -2.56573 -0.10 0.04 0.06
H 2.34551 6.09443 -3.40735 0.06 0.05 0.00
H 4.47226 4.88625 -3.83553 0.07 0.09 -0.05
C 0.73237 1.20830 4.57940 -0.03 -0.23 -0.11
N -0.10921 2.34840 4.28882 0.17 -0.11 -0.19
C 0.42041 3.59820 4.80240 0.00 0.05 0.05
C -0.82834 2.33109 3.11248 -0.23 0.23 0.37
O -0.63921 1.51914 2.20086 -0.18 0.12 0.24
N -1.81859 3.26002 3.04028 0.04 -0.07 -0.08
C -2.47619 3.82326 4.19312 -0.02 0.00 0.12
C -2.48186 3.41213 1.76328 0.18 -0.11 -0.39
H 0.88884 1.16285 5.65959 0.00 -0.02 -0.02
H 1.70103 1.28438 4.07743 0.00 0.00 0.00
H 0.21988 0.30599 4.25654 0.08 -0.07 0.10
H 1.50112 3.62981 4.64747 0.00 -0.01 -0.01
H 0.21476 3.69135 5.87324 -0.01 0.05 -0.01
H -0.00999 4.44340 4.27640 -0.03 0.07 0.01
H -2.10026 3.35163 5.09709 -0.05 0.06 0.03
H -3.55168 3.63796 4.12622 0.02 0.00 0.00
H -2.31759 4.90480 4.25149 -0.03 -0.01 0.09
H -1.74503 3.71879 1.01764 -0.28 -0.10 0.03
H -3.24410 4.18395 1.83313 0.04 0.04 0.04
H -2.95068 2.47458 1.44476 0.05 0.19 -0.02
F 1.90895 1.00429 1.45326 0.82 0.11 0.53
B 2.11484 2.39211 1.18244 0.14 -0.01 0.43
F 3.20251 2.59078 0.39769 0.73 0.16 -0.51
F 2.19832 3.08357 2.35162 -0.10 0.43 0.65
F 0.92933 2.78143 0.46075 0.13 0.85 -0.16
C 0.46407 -1.07687 -5.90743 0.25 0.13 -0.14
N -0.18267 -0.94825 -4.62401 0.13 0.52 0.18
C -1.29555 -1.64169 -4.30739 -0.44 -0.31 0.51
C -1.85305 -1.54914 -3.08502 0.01 -0.02 -0.04
C -1.26931 -0.63050 -2.13517 -0.19 -0.34 -1.02
O -1.69996 -0.51855 -0.96007 -0.57 -0.46 -0.33
N -0.23213 0.14639 -2.52923 -0.43 -0.10 0.05
C 0.35672 -0.01018 -3.72069 -0.16 -0.40 -0.31
O 1.35454 0.60653 -4.09358 0.04 0.15 -0.26
H -0.20425 -1.57527 -6.60860 0.00 0.02 0.05
H 1.38986 -1.64996 -5.80874 -0.03 0.04 -0.09
H 0.71977 -0.07763 -6.26318 -0.02 -0.18 -0.11
H -1.70233 -2.27178 -5.08946 0.04 -0.01 0.04
H -2.75268 -2.07422 -2.81609 -0.08 -0.09 -0.02
F -1.36572 2.13205 -0.82469 -1.33 0.84 -1.10
As -2.80468 2.48447 -1.88706 -2.45 2.40 -0.92
F -2.89027 4.04308 -1.02704 0.25 -1.10 -0.22
F -1.70632 3.24593 -3.02091 -0.13 -0.35 0.50
F -4.27051 3.06422 -2.74749 1.16 -0.42 0.54
F -2.86220 1.12625 -2.96229 0.40 0.14 0.74
F -3.79180 1.67828 -0.70963 0.61 0.25 -0.36

---

Entry 6:
104
Properties=species:S:1:pos:R:3:forces:R:3 method="wB97M-V/def2-TZVPD" smiles=CCN(CC)CC.CCN(CC)CC.CCN(CC)CC.CCN(CC)CC.ClCCCl.ClCCCl gap_ha=0.3129 spin_multiplicity=1 e_homo_ev=-7.97 total_charge=0
C -2.09741 -5.49304 -3.56558 2.12 -2.06 2.13
C -2.80441 -4.78304 -2.45758 -1.27 3.97 1.48
N -2.28841 -5.11604 -1.04758 -0.06 -0.91 -4.69
C -2.19141 -4.01304 -0.20758 5.56 -0.58 -1.73
C -3.18241 -3.05504 -0.10358 -3.02 5.61 -1.15
C -3.13841 -6.16004 -0.62258 2.53 2.71 4.93
C -2.52741 -6.91704 0.55142 0.21 0.33 0.76
H -0.98241 -5.23404 -3.56358 -1.51 -0.38 0.06
H -2.53741 -5.04004 -4.39958 -0.54 -0.37 -2.00
H -2.16441 -6.68104 -3.39758 -0.10 2.67 -0.95
H -3.99341 -4.89704 -2.55858 2.33 -0.17 0.46
H -2.75241 -3.52404 -2.64058 0.30 -3.42 0.48
H -1.41541 -3.41404 -0.71658 1.02 -0.64 0.66
H -1.87041 -4.30104 0.81042 0.33 -0.08 -0.68
H -4.01841 -2.84004 -0.77058 0.03 -1.03 -0.28
H -2.73641 -2.02904 -0.03758 -0.15 -0.83 0.13
H -3.47141 -3.26404 0.82042 -3.02 0.21 4.11
H -3.26141 -6.74404 -1.40158 -1.18 -3.26 -3.46
H -3.96641 -5.62404 -0.29158 -2.75 -0.01 0.51
H -3.41541 -7.56004 0.75842 1.52 -0.84 0.35
H -2.33441 -6.34004 1.54342 -0.49 -0.55 -1.92
H -1.49441 -7.27604 0.19742 -1.82 -0.38 0.75
C -0.52241 2.08696 -5.69358 4.00 0.11 -3.33
C 0.58259 1.60896 -4.68758 -4.70 -3.85 -3.86
N 0.15659 0.32596 -4.17458 -1.65 0.46 0.65
C 1.12659 -0.67704 -3.90058 -5.69 -0.61 3.21
C 2.36359 -0.29004 -3.39158 5.64 -5.06 5.83
C -0.77941 0.47496 -3.04558 3.78 1.33 1.39
C -1.79341 -0.53604 -2.85558 -0.51 -3.23 -2.10
H -0.94741 1.31596 -6.31558 0.16 -0.89 0.21
H 0.02459 2.74096 -6.58058 -1.73 -0.69 2.65
H -1.28041 2.45996 -5.15358 -2.88 2.33 1.33
H 0.73459 2.33496 -4.05758 1.25 3.86 3.88
H 1.27959 1.51896 -5.40058 3.77 -0.82 -1.61
H 1.58959 -1.00704 -4.66458 0.65 -3.44 -7.14
H 0.49959 -1.52404 -3.34058 2.01 1.50 -1.11
H 2.73859 0.61896 -3.32658 1.37 4.68 -1.13
H 3.31759 -1.07304 -3.60258 -2.52 2.11 -0.28
H 2.41159 -0.46504 -2.31558 -0.17 -0.06 0.76
H -1.18041 1.45096 -3.04958 -0.97 1.15 -0.69
H -0.15241 0.60596 -2.09058 -0.54 -0.54 -0.67
H -2.47041 -0.22904 -2.12458 -1.53 0.67 0.97
H -1.42141 -1.51804 -2.43758 -0.09 0.85 -0.72
H -2.28441 -0.73704 -3.88358 0.40 0.15 1.77
C 0.89459 -0.64404 0.33742 4.40 4.77 -0.14
C 1.01459 -1.14904 1.70042 0.38 -0.57 0.90
N -0.28641 -1.40204 2.30442 0.38 2.34 -0.77
C -0.28041 -2.31004 3.40142 -0.51 -2.80 -6.09
C 0.84159 -2.20104 4.23042 -3.89 -0.54 8.83
C -0.97141 -0.23204 2.71042 -3.98 -0.97 -0.50
C -2.50041 -0.38004 2.29342 1.63 2.63 -2.24
H 0.51759 0.35496 0.14842 -0.41 0.34 0.62
H 0.36759 -1.25504 -0.15658 -4.73 -4.60 -3.77
H 1.80059 -0.63104 -0.35258 -0.20 -0.08 1.57
H 1.74059 -0.53104 2.25842 -0.31 -0.13 0.41
H 1.40859 -2.14304 1.60442 0.82 -0.56 0.10
H -0.06941 -3.19704 2.87842 -0.28 -2.13 -1.21
H -1.29841 -2.50804 3.69742 -0.13 0.55 1.17
H 1.72459 -1.69704 4.03342 1.50 0.30 -0.50
H 0.72259 -3.15204 4.90742 1.77 1.32 -1.31
H 0.15059 -1.61204 4.97542 2.74 0.48 0.20
H -0.62241 0.71596 2.51542 1.25 2.05 -2.03
H -1.02041 -0.06704 3.74442 0.10 -0.66 2.31
H -3.03041 0.42296 2.80642 -0.42 -0.18 0.11
H -2.86341 -1.35104 2.56542 -0.31 -0.41 -0.14
H -2.60541 -0.11504 1.12742 0.12 -1.05 2.52
C -2.06741 3.72596 2.88942 -2.36 3.93 -1.62
C -1.44641 3.93696 1.47442 -0.41 -2.31 -2.71
N 0.02559 4.19196 1.45942 -2.45 4.47 3.83
C 0.81259 3.88596 0.40242 -4.31 -8.78 -0.37
C 0.29659 3.86496 -0.94058 3.18 1.03 -5.90
C 0.24159 5.63296 1.73942 1.41 0.34 -0.16
C 1.51259 5.87196 2.60642 -1.18 -4.94 -0.52
H -2.02541 4.95196 3.23442 -0.48 -3.72 0.01
H -1.43741 3.10696 3.52842 -0.53 -0.08 0.04
H -3.32241 3.41996 2.70242 4.06 0.76 0.98
H -2.03241 4.74196 0.91242 0.76 -0.70 0.80
H -1.64741 2.99596 0.77642 0.55 1.52 1.55
H 0.97559 2.72796 0.59942 0.02 1.26 -0.45
H 1.74459 4.10396 0.33742 5.96 2.69 0.70
H -0.70241 3.72496 -1.21858 -1.71 -0.12 0.42
H 0.84359 2.87796 -1.48858 -1.17 3.07 0.94
H 0.63859 4.93996 -1.50458 -0.91 -2.99 0.98
H -0.53241 5.96796 2.34942 -1.66 0.72 0.78
H 0.26559 6.32596 0.81342 -0.05 -1.22 1.00
H 2.34359 5.42396 2.00642 -0.20 0.31 1.04
H 1.33359 5.31896 3.63542 0.74 1.34 -2.05
H 1.62559 6.87396 2.64042 0.73 3.28 0.78
Cl 2.05859 0.99496 5.56442 0.17 -0.26 0.59
C 1.70459 2.23696 4.30242 0.34 0.81 2.64
C 2.90259 2.30096 3.39342 -2.37 3.02 -1.56
Cl 4.20359 3.30796 4.09942 -0.15 -0.56 -0.35
H 1.45359 3.17596 4.96242 0.37 -1.62 -2.00
H 0.88259 1.74996 3.82442 -0.72 0.50 -0.63
H 2.45359 2.85196 2.44142 1.45 -1.15 1.62
H 3.16159 1.29296 3.19342 0.88 -0.68 -0.42
Cl 6.04359 0.36896 -2.47958 -0.14 0.38 -0.08
C 6.01959 1.27296 -0.95558 -0.16 1.19 1.19
C 4.70859 1.05396 -0.14258 1.76 0.20 -0.14
Cl 3.66259 2.33896 -0.81858 -0.74 -0.18 0.89
H 6.25459 2.39096 -1.06158 -0.47 -1.78 -0.27
H 6.77959 0.85796 -0.34858 1.15 -0.48 0.37
H 4.95059 0.99596 1.00542 -0.93 0.82 -2.17
H 4.33059 0.09796 -0.47358 -0.48 -0.18 0.22